1) {
  "formula": "C23H27N3O4S",
  "method": "ωB97M-V with the def2-TZVPD basis set",
  "spin_multiplicity": 1,
  "homo_ev": -8.06,
  "homo_lumo_gap_ev": 7.68,
  "lumo_ev": -0.38,
  "symbols": ["O", "H", "C", "C", "S", "C", "C", "C", "H", "H", "H", "H", "C", "N", "C", "C", "H", "H", "O", "C", "C", "N", "H", "H", "C", "H", "H", "C", "H", "H", "C", "H", "H", "H", "H", "H", "O", "C", "N", "H", "C", "H", "C", "H", "H", "H", "C", "O", "H", "H", "C", "C", "H", "C", "C", "C", "C", "H"],
  "positions_angstrom": [[8.68, -1.40, 0.10], [1.64, -0.61, 1.58], [0.22, -0.94, -0.73], [6.75, -0.40, -0.98], [5.56, 1.74, -0.08], [1.51, -0.30, -0.55], [2.12, -0.19, 0.71], [7.76, 0.69, 0.90], [-9.91, 0.32, -0.03], [-7.61, 3.89, -0.48], [-3.61, 0.91, -0.37], [3.90, 1.29, -2.38], [-8.90, 2.20, -0.28], [-5.40, -0.05, 0.27], [-7.67, 2.82, -0.32], [-4.31, -2.22, 0.29], [6.82, -2.28, 0.07], [-4.32, 1.49, 1.17], [5.94, 2.37, -1.32], [-6.50, 2.09, -0.16], [-4.14, 0.61, 0.56], [6.51, 0.38, 0.22], [7.82, -1.18, 1.96], [-2.29, 0.13, 1.55], [-6.54, 0.72, 0.05], [7.76, -2.26, -1.46], [9.42, -0.44, 1.70], [-0.69, -1.19, 0.21], [5.79, -0.64, -1.43], [-4.70, -1.03, -1.46], [2.16, 0.23, -1.66], [-9.81, 2.77, -0.40], [3.83, 0.54, 1.79], [-4.80, -2.51, 1.23], [1.70, 0.14, -2.64], [-0.03, -1.22, -1.75], [5.56, 2.53, 1.11], [-8.95, 0.83, -0.07], [-3.05, -1.58, 0.61], [-7.86, -0.97, 0.28], [-5.20, -1.26, -0.50], [8.42, 1.29, 0.24], [7.49, -1.68, -0.57], [-0.53, -0.94, 1.25], [-5.56, 2.61, -0.22], [-6.16, -1.73, -0.71], [-1.95, -1.89, -0.13], [-1.98, -2.75, -1.00], [-3.74, -0.61, 2.29], [7.51, 1.27, 1.78], [8.45, -0.62, 1.26], [3.38, 0.86, -1.53], [7.35, 0.17, -1.70], [3.96, 0.96, -0.28], [-3.24, -0.36, 1.35], [-7.80, 0.10, 0.10], [3.34, 0.44, 0.84], [-4.10, -3.12, -0.30]]
}


2) {
  "formula": "C23H27N3O4S",
  "method": "ωB97M-V with the def2-TZVPD basis set",
  "spin_multiplicity": 1,
  "homo_ev": -7.76,
  "homo_lumo_gap_ev": 7.96,
  "lumo_ev": 0.20,
  "symbols": ["C", "N", "O", "S", "C", "H", "O", "H", "H", "C", "H", "H", "H", "C", "C", "H", "H", "C", "N", "H", "H", "H", "H", "H", "C", "C", "C", "H", "H", "H", "C", "H", "C", "O", "C", "C", "H", "C", "C", "H", "H", "H", "C", "H", "C", "N", "H", "C", "C", "C", "H", "H", "C", "C", "H", "C", "H", "O"],
  "positions_angstrom": [[-2.30, 0.67, -2.52], [5.67, -1.35, -0.13], [4.43, -1.46, 0.40], [-0.55, 2.52, 0.50], [5.79, -0.14, -0.62], [-2.17, -1.91, 2.58], [-1.24, 3.06, 1.64], [-2.42, -4.59, 0.87], [2.42, -2.10, 1.69], [-1.50, -3.05, -0.29], [-2.29, 0.18, 1.27], [-1.52, -1.02, 3.98], [-0.55, -3.54, -0.29], [2.41, -0.19, 0.74], [-1.65, 0.15, 2.16], [7.76, -0.47, -1.27], [0.12, -1.94, 2.51], [1.83, -1.22, 1.48], [-3.16, 0.06, -1.53], [4.38, 1.60, -0.69], [-0.28, 1.09, -1.78], [-1.11, 2.51, -2.46], [-4.35, 0.62, 0.08], [0.38, -2.90, -2.34], [-0.24, 0.01, 1.68], [-2.56, -3.64, 0.37], [1.64, 0.95, 0.47], [6.82, 0.63, -2.30], [1.22, -1.33, -2.42], [7.43, 1.19, -0.75], [-2.88, -1.16, -0.92], [-1.82, -0.10, -3.12], [4.59, 0.59, -0.41], [-0.59, -1.23, -1.59], [0.54, -1.12, 1.94], [-3.80, -3.02, 0.37], [-4.64, -3.47, 0.86], [-2.15, -0.95, 3.09], [-1.24, 1.59, -1.87], [-4.78, 1.37, -1.47], [-3.16, -0.72, 3.41], [-2.95, 1.26, -3.17], [3.77, -0.30, 0.24], [-1.75, 1.12, 2.65], [-3.94, -1.80, -0.27], [-1.70, 1.89, -0.53], [-4.92, -1.35, -0.30], [0.35, 1.03, 0.94], [-1.64, -1.82, -0.93], [-3.08, 2.29, -0.48], [2.03, 1.78, -0.09], [-3.27, 2.64, 0.54], [0.59, -1.97, -1.80], [7.03, 0.33, -1.28], [1.11, -2.19, -0.87], [-3.95, 1.06, -0.83], [-3.27, 3.12, -1.18], [0.34, 3.38, -0.21]]
}


So which one is most stable? That would be 1), about 0.0374 hartree below the next structure.


1) {
  "formula": "C2H7IN",
  "method": "ωB97M-V with the def2-TZVPD basis set",
  "spin_multiplicity": 1,
  "charge": 1,
  "homo_ev": [-13.75, -13.76],
  "homo_lumo_gap_ev": [6.99, 7.01],
  "lumo_ev": [-6.76, -6.75],
  "symbols": ["C", "H", "N", "H", "I", "H", "H", "H", "C", "H", "H"],
  "positions_angstrom": [[0.30, 0.59, 1.09], [0.65, -1.09, 0.08], [0.79, -0.15, -0.13], [-0.65, 0.25, 1.28], [-2.51, -1.78, -0.39], [-0.88, 0.81, -0.99], [-0.26, -0.59, -2.04], [1.70, 0.01, -0.53], [-0.26, -0.09, -1.14], [0.24, 1.61, 0.84], [0.89, 0.44, 1.94]]
}


2) {
  "formula": "C2H7IN",
  "method": "ωB97M-V with the def2-TZVPD basis set",
  "spin_multiplicity": 1,
  "charge": 1,
  "homo_ev": -13.97,
  "homo_lumo_gap_ev": 9.93,
  "lumo_ev": -4.04,
  "symbols": ["H", "H", "H", "H", "C", "N", "H", "H", "I", "H", "C"],
  "positions_angstrom": [[0.64, 1.30, 1.14], [0.14, -1.35, -1.33], [0.78, -0.48, 0.79], [-0.97, -1.92, 0.34], [-0.82, -0.99, -0.85], [-0.65, 0.38, -0.25], [-0.88, 1.07, -0.91], [1.64, 0.88, -0.09], [-2.32, -1.35, -2.20], [-1.38, 0.41, 0.50], [0.67, 0.55, 0.39]]
}


3) {
  "formula": "C2H7IN",
  "method": "ωB97M-V with the def2-TZVPD basis set",
  "spin_multiplicity": 1,
  "charge": 1,
  "homo_ev": -13.67,
  "homo_lumo_gap_ev": 8.58,
  "lumo_ev": -5.09,
  "symbols": ["H", "H", "H", "H", "N", "C", "C", "H", "H", "I", "H"],
  "positions_angstrom": [[1.26, 0.56, 0.26], [1.45, 2.10, -3.08], [1.59, -1.21, 0.58], [0.81, -0.08, 1.73], [-1.49, -0.16, 0.72], [0.97, -0.30, 0.75], [-0.41, -0.64, 0.28], [-2.41, -0.53, 0.51], [-0.52, -1.49, -0.43], [0.43, 1.13, -2.60], [-1.68, 0.62, 1.29]]
}


So which one is most stable? That would be 3), about 0.0530 hartree below the next structure.


1) {
  "formula": "C2H4Br2O",
  "method": "ωB97M-V with the def2-TZVPD basis set",
  "spin_multiplicity": 1,
  "homo_ev": [-8.51, -7.62],
  "homo_lumo_gap_ev": [9.07, 7.38],
  "lumo_ev": [0.56, -0.24],
  "symbols": ["H", "H", "O", "C", "H", "H", "Br", "Br", "C"],
  "positions_angstrom": [[0.06, 1.06, -1.01], [1.31, -1.16, 0.85], [-0.41, 0.36, -1.57], [0.99, -0.10, 1.02], [0.39, 0.32, 1.77], [-0.89, -1.53, -0.76], [-2.41, 0.29, 0.39], [2.00, 1.16, 0.08], [-1.05, -0.40, -0.76]]
}


2) {
  "formula": "C2H4Br2O",
  "method": "ωB97M-V with the def2-TZVPD basis set",
  "spin_multiplicity": 1,
  "homo_ev": -9.03,
  "homo_lumo_gap_ev": 9.38,
  "lumo_ev": 0.35,
  "symbols": ["H", "C", "H", "Br", "O", "H", "Br", "H", "C"],
  "positions_angstrom": [[-0.49, -0.74, -1.03], [-1.42, -0.55, -0.89], [-1.96, -0.35, -1.84], [-1.44, 1.26, -0.01], [1.14, 0.47, 1.63], [1.95, 0.72, 2.19], [3.05, 0.30, -0.22], [-2.17, -1.05, -0.34], [1.34, -0.05, 0.51]]
}


So which one is most stable? That would be 2), about 0.0264 hartree below the next structure.


1) {
  "formula": "C5H9N3",
  "method": "ωB97M-V with the def2-TZVPD basis set",
  "spin_multiplicity": 1,
  "homo_ev": -8.11,
  "homo_lumo_gap_ev": 8.36,
  "lumo_ev": 0.25,
  "symbols": ["C", "H", "C", "C", "H", "H", "N", "N", "H", "H", "H", "C", "H", "H", "C", "N", "H"],
  "positions_angstrom": [[-2.43, 0.84, 1.42], [-3.34, 1.44, 1.53], [1.43, 0.03, -1.71], [-1.68, 0.64, 0.26], [0.22, 0.47, 2.33], [0.76, -1.71, 0.04], [0.19, 0.37, -1.17], [1.99, -1.13, -1.59], [1.71, -0.06, 1.10], [1.98, 0.73, -2.38], [-2.17, 0.59, 2.51], [0.64, 0.30, 1.25], [-2.20, 0.85, -0.89], [2.15, -2.71, -0.51], [-0.25, 0.41, 0.27], [1.36, -2.01, -0.70], [-0.38, 0.96, -1.76]]
}


2) {
  "formula": "C5H9N3",
  "method": "ωB97M-V with the def2-TZVPD basis set",
  "spin_multiplicity": 1,
  "homo_ev": -8.72,
  "homo_lumo_gap_ev": 9.71,
  "lumo_ev": 0.99,
  "symbols": ["N", "H", "H", "C", "C", "H", "N", "H", "H", "N", "C", "H", "H", "C", "C", "H", "H"],
  "positions_angstrom": [[-1.58, -1.10, 0.51], [-0.83, 1.70, 1.30], [-1.92, -2.04, 0.56], [-0.21, -1.12, -0.04], [0.06, 0.37, -0.33], [0.25, 2.43, 0.19], [1.35, -0.03, -0.90], [0.99, 1.32, 1.39], [1.96, -0.89, 1.03], [-2.21, -0.23, -0.34], [0.13, 1.50, 0.73], [-0.36, -1.42, -1.06], [1.94, -2.09, -0.20], [1.38, -1.12, 0.09], [-1.32, 0.67, -0.85], [2.07, 0.62, -0.63], [-1.70, 1.44, -1.47]]
}


3) {
  "formula": "C5H9N3",
  "method": "ωB97M-V with the def2-TZVPD basis set",
  "spin_multiplicity": 1,
  "homo_ev": -9.64,
  "homo_lumo_gap_ev": 10.38,
  "lumo_ev": 0.74,
  "symbols": ["C", "N", "H", "H", "N", "H", "N", "H", "C", "H", "C", "H", "H", "H", "H", "C", "C"],
  "positions_angstrom": [[1.37, 0.96, -0.71], [-0.82, -0.08, -0.26], [0.74, -1.05, -1.17], [-0.75, 1.62, 1.13], [-2.99, -0.33, -0.25], [0.43, -1.74, 1.49], [-2.65, 0.70, 0.58], [1.02, 1.49, -1.62], [-1.90, -0.75, -0.78], [1.13, -0.03, 1.63], [-1.38, 0.86, 0.58], [1.36, 1.81, 0.05], [2.11, -1.32, 1.03], [-1.80, -1.62, -1.41], [2.40, 0.76, -0.89], [1.09, -0.91, 0.96], [0.63, -0.37, -0.37]]
}


So which one is most stable? That would be 3), about 0.1160 hartree below the next structure.


1) {
  "formula": "C5H9N3",
  "method": "ωB97M-V with the def2-TZVPD basis set",
  "spin_multiplicity": 1,
  "homo_ev": -7.60,
  "homo_lumo_gap_ev": 8.07,
  "lumo_ev": 0.47,
  "symbols": ["H", "H", "H", "C", "H", "H", "C", "N", "H", "C", "N", "C", "H", "H", "H", "C", "N"],
  "positions_angstrom": [[3.31, 0.65, 0.19], [-2.06, 0.32, -1.13], [0.27, 2.23, 0.34], [1.06, -1.60, 0.15], [1.70, 2.64, 0.91], [-1.81, -0.57, 1.44], [-2.56, -0.11, -0.36], [2.54, 0.07, -0.02], [3.31, -1.80, -0.12], [0.40, -0.36, 0.28], [-1.69, 0.16, 0.75], [1.33, 0.65, 0.20], [0.57, -2.60, 0.24], [-2.69, -1.15, -0.72], [-3.52, 0.27, -0.20], [2.37, -1.29, -0.09], [1.23, 2.05, 0.25]]
}


2) {
  "formula": "C5H9N3",
  "method": "ωB97M-V with the def2-TZVPD basis set",
  "spin_multiplicity": 1,
  "homo_ev": [-8.00, -8.61],
  "homo_lumo_gap_ev": [7.25, 8.07],
  "lumo_ev": [-0.75, -0.54],
  "symbols": ["C", "H", "N", "H", "C", "N", "H", "C", "H", "C", "N", "H", "H", "C", "H", "H", "H"],
  "positions_angstrom": [[-0.24, -0.44, -0.77], [-2.81, -1.34, -0.85], [-0.88, 0.22, 1.17], [2.59, -0.54, 0.46], [-1.38, -0.49, 0.26], [-2.54, -1.18, 0.11], [0.04, 0.61, -2.39], [1.72, -0.28, 1.07], [2.05, 0.34, 1.90], [0.97, 1.74, -0.17], [-0.64, -0.04, -1.98], [1.31, -1.20, 1.49], [0.25, -1.42, -0.66], [0.70, 0.46, 0.23], [-3.29, -0.98, 0.75], [0.35, 2.24, -0.89], [1.79, 2.30, 0.26]]
}


So which one is most stable? That would be 1), about 0.0197 hartree below the next structure.